12
Properties=species:S:1:pos:R:3:forces:R:3 method="wB97M-V/def2-TZVPD" s2=0.75 lumo_energy_ev="0.734 / 0.725" relative_energy_ev=0.326 spin_multiplicity=2 max_force_ev_per_a=4.19 homo_ev="-5.94 / -9.80"
H 0.178888 -1.385506 1.664235 -0.169 -1.135 -0.493
H -0.236804 1.247683 0.553116 -0.376 -1.384 0.143
H 2.514366 -2.574871 -0.183489 -0.033 0.013 0.025
H -0.628774 0.819241 2.087307 0.220 -0.941 -0.194
H 1.693428 -2.215320 -1.414884 0.000 -0.015 0.056
N -0.429094 0.430570 1.167133 -0.348 4.170 -0.127
O 1.658658 -2.723015 -0.597587 0.143 -0.126 -0.163
H -1.550395 3.570404 -1.386571 0.022 -0.132 0.009
H -0.482553 -1.167670 -0.174736 0.374 -0.224 0.556
O -1.003966 2.836523 -1.084993 -0.099 -0.387 -0.176
C -0.333507 -0.876242 0.862771 0.182 -0.319 0.186
H -1.380248 2.038204 -1.492300 0.085 0.481 0.179

12
Properties=species:S:1:pos:R:3:forces:R:3 method="wB97M-V/def2-TZVPD" total_charge=+1 lumo_energy_ev=-3.329 relative_energy_ev=0.165 max_force_ev_per_a=1.07 homo_ev=-16.03
H 0.676874 0.441231 -2.781771 -0.099 -0.086 0.285
H -0.257531 -0.370577 -0.857390 0.169 -0.175 0.395
O -0.190137 0.317826 -2.362292 0.502 0.232 -0.753
H 0.776023 -1.184961 1.712058 -0.128 0.015 0.169
H -1.148703 0.252604 0.370712 -0.521 -0.162 -0.208
H 1.424220 0.174493 0.767299 -0.034 -0.136 -0.101
H -0.959565 -1.394312 0.330779 -0.227 -0.232 -0.161
H -0.793120 0.518784 -3.092366 -0.247 -0.123 0.300
N -0.499054 -0.509769 0.161038 -0.041 0.698 0.424
C 0.529031 -0.237141 1.236562 0.876 0.130 -0.603
H 0.528854 1.301092 2.461805 0.266 0.097 0.070
O -0.086893 0.690731 2.053565 -0.515 -0.256 0.184